# C43H40MnN4O4S2

A structure of composition C43H40MnN4O4S2 (wB97M-V/def2-TZVPD, the OMol25 dataset).

## Properties
Net charge: +2
Lowest unoccupied orbital energy (spin up / spin down) (eV): -7.6 / -6.3
E (eV): -112366.365
Expectation value of S²: 0.9003
Energy above the lowest of the compared OMol25 structures with the same formula, charge and spin (kJ/mol): 0.0
2S+1: 2

Element x y z (Å)
Mn1 -0.11008 -0.01690 -0.04422
C1 -1.64853 -7.42322 0.87264
O1 -2.31742 -6.21237 0.50286
C2 -3.12010 -5.63637 1.44185
C3 -4.10366 -6.30679 2.15055
C4 -4.92491 -5.61076 3.02403
C5 -4.78397 -4.23980 3.17673
C6 -3.81244 -3.55414 2.46409
C7 -2.96179 -4.25498 1.61551
N1 -1.97828 -3.64150 0.80506
C8 -1.32941 -2.48662 1.02471
N2 -1.22954 -2.07180 2.28411
C9 -0.54421 -0.95614 2.75576
C10 0.11201 -0.07328 1.90785
C11 0.84020 0.96194 2.51237
C12 0.86018 1.11690 3.88334
C13 0.16826 0.23572 4.71525
C14 -0.53910 -0.80709 4.15636
O2 -1.25970 -1.73100 4.83614
C15 -1.07439 -1.81363 6.24872
N3 -0.74578 -1.81967 0.01065
C16 -0.98622 -2.33597 -1.30795
C17 0.06195 -2.89601 -2.02825
C18 -0.15998 -3.40522 -3.29562
C19 -1.43361 -3.35850 -3.84352
C20 -2.49104 -2.80942 -3.13346
C21 -2.27708 -2.29060 -1.86577
O3 -3.23317 -1.68043 -1.11935
C22 -4.59119 -1.96746 -1.44609
H1 -1.20918 -7.82234 -0.03647
H2 -2.33220 -8.15687 1.29621
H3 -0.85836 -7.20470 1.59461
H4 -4.24804 -7.36893 2.00461
H5 -5.69530 -6.14134 3.56627
H6 -5.44634 -3.70183 3.84204
H7 -3.73873 -2.47681 2.54782
H8 -1.75735 -4.15003 -0.04031
H9 -1.59641 -2.67905 3.00906
H10 1.39261 1.65942 1.89345
H11 1.41521 1.93293 4.32770
H12 0.20052 0.37565 5.78667
H13 -0.02447 -1.98434 6.49124
H14 -1.67231 -2.65848 6.57567
H15 -1.42268 -0.91100 6.75326
H16 1.04369 -2.92516 -1.57048
H17 0.65635 -3.85056 -3.84787
H18 -1.60685 -3.74409 -4.83918
H19 -3.47260 -2.75860 -3.58413
H20 -5.18595 -1.60784 -0.60976
H21 -4.74845 -3.04168 -1.56099
H22 -4.90038 -1.45318 -2.35889
S1 1.48404 0.31832 -4.27299
C23 -0.22477 0.46024 -4.53313
C24 -0.90398 0.56841 -5.74073
C25 -2.28014 0.66858 -5.70252
C26 -2.96136 0.66531 -4.48129
C27 -2.28684 0.55392 -3.28372
C28 -0.89646 0.43382 -3.30140
N4 -0.05418 0.28450 -2.21158
C29 1.19909 0.22353 -2.57367
C30 2.23930 -0.02346 -1.58749
C31 3.59155 0.00999 -1.92057
C32 4.54589 -0.29296 -0.96599
C33 4.14827 -0.67184 0.31026
C34 2.80410 -0.71126 0.64838
C35 1.83265 -0.34667 -0.27575
H23 -0.36548 0.57634 -6.67892
H24 -2.83544 0.77460 -6.62428
H25 -4.04044 0.75009 -4.48204
H26 -2.81859 0.56106 -2.34219
H27 3.88769 0.28293 -2.92615
H28 5.59601 -0.24826 -1.22038
H29 4.88754 -0.94079 1.05267
H30 2.51849 -1.02185 1.64418
C36 -4.98470 0.13107 4.75673
C37 -4.27110 0.64599 3.54074
C38 -3.13910 1.45381 3.65518
C39 -2.48297 1.93153 2.53499
C40 -2.97049 1.59580 1.28116
C41 -4.09314 0.79238 1.13350
C42 -4.73333 0.31875 2.26535
S2 -2.15637 2.15932 -0.20403
C43 -2.27048 3.93775 0.02722
O4 -0.66717 1.85037 0.04295
H31 -4.62800 0.61948 5.66136
H32 -4.82267 -0.94436 4.86192
H33 -6.05784 0.30043 4.67243
H34 -2.76754 1.72058 4.63647
H35 -1.59721 2.54474 2.63862
H36 -4.46713 0.55426 0.14478
H37 -5.61917 -0.29821 2.16487
H38 -1.84914 4.21249 0.99133
H39 -3.32898 4.19064 -0.02109
H40 -1.73408 4.41156 -0.79290

Cartesian forces, eV/Å:
Mn 1.114 -0.862 0.806
C 0.111 -0.054 0.045
O -0.031 -0.011 -0.018
C 0.080 0.177 0.110
C -0.009 -0.069 -0.047
C -0.007 0.030 0.001
C -0.044 -0.024 0.052
C 0.003 -0.025 -0.076
C -0.092 -0.159 0.132
N 0.051 0.151 -0.298
C 0.089 -0.378 0.608
N -0.179 -0.038 -0.204
C 0.139 0.262 -0.283
C -0.298 0.155 -0.075
C -0.039 0.108 -0.004
C 0.075 0.042 -0.122
C -0.039 -0.050 0.102
C 0.174 0.177 -0.010
O -0.030 -0.083 -0.034
C -0.029 -0.029 0.125
N -0.156 1.694 -0.649
C -0.080 -0.389 -0.205
C -0.142 0.060 0.206
C 0.103 -0.054 -0.122
C 0.062 0.020 0.005
C -0.048 0.011 -0.050
C 0.266 0.145 0.108
O 0.018 -0.080 0.176
C -0.107 0.027 -0.010
H -0.031 0.005 -0.006
H -0.030 0.020 -0.059
H -0.045 -0.008 0.007
H 0.031 0.018 0.001
H 0.014 0.003 0.017
H 0.019 0.017 -0.018
H -0.003 0.008 0.015
H -0.010 0.080 -0.096
H -0.042 -0.031 -0.054
H -0.044 0.045 0.016
H 0.028 -0.023 -0.003
H -0.015 -0.032 -0.011
H -0.003 -0.007 -0.031
H 0.025 -0.003 0.015
H -0.031 0.023 -0.073
H 0.018 -0.025 -0.028
H -0.006 0.028 -0.012
H -0.018 -0.027 0.014
H 0.021 -0.028 0.014
H 0.001 -0.007 -0.016
H 0.031 0.016 0.007
H 0.035 -0.002 0.001
S -0.072 -0.009 0.188
C 0.046 -0.092 0.264
C -0.029 0.038 -0.096
C 0.104 0.040 -0.042
C -0.045 0.001 0.064
C -0.016 -0.002 0.076
C -0.093 0.058 -0.373
N 0.173 -0.125 0.361
C -0.229 -0.001 -0.457
C -0.073 -0.080 0.180
C -0.137 0.078 0.047
C -0.020 -0.025 0.025
C 0.045 0.011 -0.087
C -0.385 -0.075 0.407
C -0.175 0.262 -0.576
H -0.033 0.023 -0.007
H 0.008 -0.052 -0.007
H 0.008 0.036 0.017
H -0.008 -0.107 -0.074
H 0.041 -0.003 0.009
H -0.001 -0.028 0.006
H -0.001 -0.001 -0.002
H 0.028 0.029 -0.021
C 0.061 0.007 -0.030
C -0.004 -0.042 -0.083
C 0.054 0.036 -0.013
C 0.025 0.047 0.076
C 0.008 0.109 -0.390
C 0.031 -0.028 -0.112
C -0.063 0.012 0.078
S -1.050 0.356 0.633
C 0.250 -0.222 -0.153
O 0.606 -0.921 0.002
H -0.012 -0.018 0.011
H -0.020 0.007 0.029
H -0.005 -0.025 0.025
H -0.010 -0.008 0.012
H 0.024 -0.017 0.029
H 0.028 -0.031 0.017
H 0.007 0.017 -0.020
H 0.030 -0.027 -0.003
H -0.012 -0.054 -0.001
H 0.014 0.004 0.018

Here are the Löwdin charges for atoms 1 to 4, given in e: 0.799, -0.031, -0.095, -0.228